H6N2Si | ωB97M-V/def2-TZVPD

Element x y z (Å)
Si  -0.53  0.88  0.41
N  -1.17  -0.53  -0.37
N  2.12  -0.15  -0.05
H  2.15  -0.85  0.64
H  -0.28  2.20  -0.13
H  -0.96  -1.47  -0.20
H  -1.10  0.95  1.70
H  -1.82  -0.47  -1.21
H  1.58  -0.57  -0.79

The value obtained for the LUMO energy (spin up / spin down) is -0.31 / -0.29 eV. The value obtained for the HOMO-LUMO gap (spin up / spin down) is 8.1 / 7.4 eV.

These are the natural (NBO) partial charges, in e, on atoms 1 to 4: atom 1 (Si): 1.310, atom 2 (N): -1.330, atom 3 (N): -1.030, atom 4 (H): 0.307

=====

C10H11BrO2S | ωB97M-V/def2-TZVPD

Element x y z (Å)
Br  -3.83  1.63  0.33
S  -0.93  -4.17  0.41
O  1.59  -2.61  0.60
O  -1.73  -1.87  -0.37
C  -0.34  0.48  0.53
C  1.60  3.80  0.11
C  2.16  1.37  -0.34
C  -0.01  1.87  0.47
C  0.70  -0.39  0.27
C  0.51  -1.86  0.31
C  -2.87  -2.58  -0.81
C  -0.72  -2.54  0.12
C  1.22  2.31  0.10
C  1.89  0.01  -0.29
H  2.36  4.12  -0.65
H  -0.77  2.62  0.66
H  2.58  -0.76  -0.52
H  -3.39  -3.08  0.09
H  1.46  -3.63  0.50
H  -1.15  0.20  1.10
H  3.08  1.74  -0.67
H  0.67  4.51  0.05
H  -2.45  -3.38  -1.60
H  1.95  4.10  0.99
H  -3.55  -1.89  -1.39

The value obtained for the LUMO energy (spin up / spin down) is -3.80 / -3.80 eV. The value obtained for the HOMO-LUMO gap (spin up / spin down) is 3.0 / 3.0 eV.

These are the natural (NBO) partial charges, in e, on atoms 1 to 4: atom 1 (Br): -0.887, atom 2 (S): -0.005, atom 3 (O): -0.591, atom 4 (O): -0.413

=====

C15H27AlBrClFN2O7P | ωB97M-V/def2-TZVPD

Element x y z (Å)
Br  4.55  -3.52  -0.80
Cl  4.97  -1.76  -2.83
P  -5.63  -2.98  2.48
Al  6.86  1.10  -3.73
F  -3.10  1.11  -0.12
O  -1.52  0.43  -0.63
O  -6.19  -1.49  2.06
O  -7.12  -3.36  3.19
O  5.33  5.08  -2.18
O  -4.05  -2.56  1.99
O  -5.83  -3.97  1.36
O  6.49  3.57  -3.44
N  3.00  -1.96  -0.71
N  2.22  -1.65  0.28
C  2.28  -0.35  0.71
C  -5.73  -0.35  2.79
C  5.44  3.97  -2.98
C  -3.86  -2.06  0.68
C  -0.18  0.19  1.42
C  -0.44  1.06  0.13
C  1.34  0.13  1.89
C  4.34  1.65  -3.12
C  -1.13  0.15  -1.99
C  4.07  0.25  -1.00
C  4.13  3.18  -3.31
C  3.18  0.70  0.16
C  5.03  1.27  -1.70
C  -7.41  -2.77  4.47
C  3.96  -1.14  -1.42
H  -0.78  0.64  2.27
H  -3.07  -2.65  0.20
H  0.44  1.18  -0.54
H  -0.53  -0.86  1.28
H  -6.57  0.11  3.31
H  5.04  2.20  -1.05
H  3.20  1.74  0.56
H  3.93  3.35  -4.41
H  -5.32  0.38  2.09
H  -6.54  -2.80  5.12
H  2.94  -2.99  -1.06
H  -0.76  1.10  -2.47
H  1.41  -0.60  2.74
H  -0.34  -0.65  -2.01
H  -7.74  -1.74  4.34
H  3.34  1.14  -3.17
H  6.07  0.85  -1.84
H  -4.96  -0.62  3.52
H  3.22  3.58  -2.78
H  4.54  4.94  -1.62
H  -4.76  -2.12  0.07
H  4.98  1.22  -3.98
H  -1.99  -0.22  -2.62
H  1.72  1.13  2.25
H  -0.74  2.10  0.45
H  -3.54  -1.02  0.75
H  -8.22  -3.33  4.93

The charge is +2. The value obtained for the LUMO energy is -10.97 eV. The value obtained for the HOMO-LUMO gap is 2.0 eV.

These are the natural (NBO) partial charges, in e, on atoms 1 to 4: atom 1 (Br): -0.324, atom 2 (Cl): 0.083, atom 3 (P): 2.343, atom 4 (Al): 0.953

=====

C7H12 | ωB97M-V/def2-TZVPD

Element x y z (Å)
C  1.46  0.15  1.57
C  1.19  -0.10  3.04
C  0.19  0.07  0.74
C  0.46  0.36  -0.73
C  -0.78  0.30  -1.47
C  -2.34  -0.47  -3.42
C  -1.40  -0.14  -2.43
H  0.76  -1.09  3.19
H  -0.27  -0.92  0.83
H  1.16  -0.39  -1.14
H  2.18  -0.57  1.18
H  2.11  -0.03  3.62
H  -2.50  -1.55  -3.62
H  0.48  0.64  3.44
H  1.91  1.14  1.43
H  -2.26  0.14  -4.33
H  -0.56  0.80  1.09
H  0.92  1.34  -0.86
H  -2.72  0.32  -2.11

The value obtained for the LUMO energy is 0.68 eV. The value obtained for the HOMO-LUMO gap is 8.5 eV.

These are the natural (NBO) partial charges, in e, on atoms 1 to 4: atom 1 (C): -0.395, atom 2 (C): -0.600, atom 3 (C): -0.377, atom 4 (C): -0.456

=====

C21H47NO14P3S | ωB97M-V/def2-TZVPD

Element x y z (Å)
S  0.21  -0.36  -0.05
P  -3.07  -3.55  -4.68
P  -3.29  -4.71  2.78
P  1.44  6.53  -0.08
O  1.26  0.82  -0.61
O  2.92  6.76  -0.91
O  -4.60  -4.17  2.20
O  -2.86  -4.96  -5.51
O  -1.66  -2.92  -5.43
O  6.35  -0.83  1.03
O  -4.55  -4.13  -4.03
O  -0.10  6.21  0.63
O  -2.37  -3.62  -3.32
O  -2.04  -4.40  1.75
O  -2.97  -3.25  3.62
O  0.90  7.99  -0.60
O  2.10  6.65  1.29
O  -3.53  -6.24  2.03
N  4.68  1.89  0.13
C  -0.28  4.86  1.02
C  6.77  0.57  1.00
C  1.09  -1.55  1.11
C  -2.11  -4.82  0.39
C  -2.66  0.20  0.54
C  3.71  0.77  0.21
C  0.03  8.77  0.22
C  3.57  8.02  -0.81
C  -1.49  -1.51  -5.27
C  6.71  1.24  2.46
C  -2.72  -2.08  2.86
C  -2.10  2.13  2.88
C  -1.56  -5.48  -5.73
C  -1.16  0.47  0.92
C  -0.92  1.43  2.12
C  6.07  1.43  -0.16
C  -3.56  1.84  2.45
C  -3.86  0.86  1.29
C  -4.39  -7.12  2.76
C  -4.60  -5.46  -3.54
C  2.19  1.29  0.41
H  7.90  0.53  0.72
H  5.77  -0.97  1.82
H  3.07  8.74  -1.47
H  4.60  7.90  -1.14
H  -3.72  -5.69  -2.93
H  -1.31  4.73  1.37
H  -5.40  -6.72  2.77
H  6.62  0.42  3.28
H  3.96  0.16  1.16
H  -5.49  -5.55  -2.92
H  0.17  9.82  -0.03
H  0.12  1.67  2.50
H  -1.16  -5.07  -6.66
H  0.57  -1.49  2.13
H  3.56  8.39  0.22
H  -2.95  -0.51  -0.32
H  -4.02  -7.24  3.79
H  6.02  0.77  -1.11
H  4.63  2.53  0.93
H  -3.13  -4.79  0.01
H  -1.01  8.50  0.00
H  1.89  1.07  1.49
H  -4.68  -6.16  -4.37
H  -2.39  -0.99  -5.62
H  6.71  2.35  -0.38
H  2.22  -1.37  1.15
H  -1.85  2.85  3.73
H  0.90  -2.60  0.67
H  0.40  4.61  1.84
H  -0.88  -5.25  -4.90
H  -1.30  -1.27  -4.22
H  -3.42  -1.99  2.04
H  -1.49  -4.15  -0.21
H  5.93  2.07  2.58
H  3.72  0.06  -0.68
H  -4.96  0.70  1.02
H  -1.70  -5.83  0.30
H  -4.39  -8.09  2.27
H  -1.63  -6.56  -5.82
H  -1.70  -2.11  2.48
H  2.24  2.45  0.34
H  0.24  8.63  1.28
H  -4.39  2.39  3.03
H  -0.64  -1.19  -5.87
H  -0.11  4.19  0.18
H  -2.82  -1.22  3.52
H  7.74  1.73  2.66

The charge is +1. The value obtained for the LUMO energy is -4.57 eV. The value obtained for the HOMO-LUMO gap is 6.7 eV.

These are the Mulliken partial charges, in e, on atoms 1 to 4: atom 1 (S): 0.479, atom 2 (P): 0.974, atom 3 (P): 0.972, atom 4 (P): 1.130

=====

C4H9N2OS | ωB97M-V/def2-TZVPD

Element x y z (Å)
S  -1.18  2.48  -1.34
O  2.50  0.34  1.56
N  0.60  1.24  0.60
N  -0.91  -2.12  -0.47
C  -1.06  0.70  -1.21
C  -0.19  -1.11  0.50
C  0.24  0.11  -0.34
C  1.55  1.13  1.52
H  -0.68  -1.02  1.40
H  -0.71  -1.64  -1.32
H  0.99  -0.07  -1.06
H  -0.93  0.41  -2.26
H  1.44  1.85  2.31
H  -1.90  0.13  -0.84
H  -0.36  -3.01  -0.27
H  0.65  -1.56  0.91
H  -0.04  2.14  0.32

The charge is -1. The SMILES is NC[C@@H](C[S-])NC=O. The value obtained for the LUMO energy is 3.81 eV. The value obtained for the HOMO-LUMO gap is 7.0 eV.

These are the natural (NBO) partial charges, in e, on atoms 1 to 4: atom 1 (S): -0.586, atom 2 (O): -0.692, atom 3 (N): -0.666, atom 4 (N): -0.859

=====

C3H3NO2 | ωB97M-V/def2-TZVPD

Element x y z (Å)
O  -0.74  0.38  -1.04
O  -0.04  1.77  0.23
N  0.68  -2.19  1.00
C  -1.06  1.48  -0.48
C  0.51  0.44  -0.20
C  0.72  -3.35  1.13
H  0.63  -1.18  0.76
H  1.32  0.66  -0.90
H  -2.02  1.99  -0.51

The value obtained for the LUMO energy is -0.01 eV. The value obtained for the HOMO-LUMO gap is 9.8 eV.

These are the natural (NBO) partial charges, in e, on atoms 1 to 4: atom 1 (O): -0.415, atom 2 (O): -0.416, atom 3 (N): -0.757, atom 4 (C): 0.575

=====

C2H3N3S | ωB97M-V/def2-TZVPD

Element x y z (Å)
S  2.62  -0.32  -0.39
N  0.65  1.33  -0.20
N  0.05  0.19  -0.21
N  -1.05  0.00  -0.77
C  1.74  0.91  0.77
C  1.10  -0.44  0.56
H  0.20  2.20  -0.59
H  1.04  -1.27  1.24
H  -1.43  -1.05  -0.83

The value obtained for the LUMO energy is -0.48 eV. The value obtained for the HOMO-LUMO gap is 7.8 eV.

These are the natural (NBO) partial charges, in e, on atoms 1 to 4: atom 1 (S): 0.057, atom 2 (N): -0.369, atom 3 (N): 0.182, atom 4 (N): -0.420

=====

Number 1: calculated total energy -10952.103 eV. Number 2: calculated total energy -95517.138 eV. Number 3: calculated total energy -134442.325 eV. Number 4: calculated total energy -7448.402 eV. Number 5: calculated total energy -91375.260 eV. Number 6: calculated total energy -20156.928 eV. Number 7: calculated total energy -8739.662 eV. Number 8: calculated total energy -17421.441 eV.